(1)
C3H7N3OS | ωB97M-V/def2-TZVPD

Geometry (Å):
C (1.500, 1.432, -1.902)
N (0.964, 0.565, -1.102)
O (1.584, 0.504, 0.181)
C (0.737, -0.521, 0.904)
C (-0.519, -0.007, 1.369)
S (-0.378, 1.006, 2.621)
N (-1.706, -0.333, 0.760)
N (-1.813, -1.186, -0.313)
H (1.250, 1.651, -2.896)
H (2.201, 2.116, -1.394)
H (1.264, -0.832, 1.768)
H (0.603, -1.505, 0.270)
H (-2.495, 0.252, 0.820)
H (-1.336, -0.973, -1.132)
H (-1.857, -2.170, 0.045)

Output
total energy: -756.05803 Eh
SMILES string: C=NOCC(=S)NN

Here are the natural (NBO) charges for atoms 1 to 4, given in e: atom 1 (C): -0.132, atom 2 (N): -0.151, atom 3 (O): -0.369, atom 4 (C): -0.160

---

(2)
C3H7N3S | ωB97M-V/def2-TZVPD

Geometry (Å):
H (-0.050, -1.357, 0.924)
N (-0.808, -1.866, 0.370)
C (-1.554, -1.009, -0.245)
N (-1.369, 0.382, -0.269)
N (-0.458, 1.039, 0.534)
C (0.918, 1.110, -0.074)
C (1.633, -0.176, -0.499)
S (3.104, -0.581, 0.074)
H (-2.396, -1.409, -0.755)
H (-2.300, 0.817, -0.204)
H (-0.283, 0.528, 1.394)
H (0.931, 1.853, -0.874)
H (1.606, 1.512, 0.682)
H (1.024, -0.844, -1.058)

Output
total energy: -680.87734 Eh
SMILES string: [H]/N=C\NNCC=S

Here are the natural (NBO) charges for atoms 1 to 4, given in e: atom 1 (H): 0.315, atom 2 (N): -0.674, atom 3 (C): 0.243, atom 4 (N): -0.474

---

(3)
C3H7N3S | ωB97M-V/def2-TZVPD

Geometry (Å):
H (-1.996, -1.825, -0.557)
N (-2.170, -0.800, -0.431)
C (-1.080, -0.214, -0.255)
N (-0.896, 1.134, 0.007)
C (0.517, 1.478, -0.070)
C (1.242, 0.156, 0.161)
N (0.221, -0.816, -0.218)
S (0.345, -2.533, 0.083)
H (-1.471, 1.765, -0.497)
H (0.751, 2.258, 0.644)
H (0.726, 1.855, -1.036)
H (1.508, 0.043, 1.228)
H (2.169, 0.029, -0.451)
H (0.135, -2.531, 1.393)

Output
total energy: -680.94856 Eh
SMILES string: [H]/N=C1/NCCN1S

Here are the natural (NBO) charges for atoms 1 to 4, given in e: atom 1 (H): 0.352, atom 2 (N): -0.735, atom 3 (C): 0.560, atom 4 (N): -0.607

---

- Which value of total energy does entry 3 give?
  -680.94856 Eh